A structure of composition C31H49IrN2O3PS2 at a distorted geometry. Source: the Open Molecules 2025 dataset; level of theory: ωB97M-V/def2-TZVPD.

Calculated values
- Max |F|: 2.6 eV/Å
- HOMO level: -0.376 Eh
- 2S+1: 1
- Charge: +1
- DFT total energy: -2787.74194 Eh
- Gap between HOMO and LUMO: 0.24470 Eh
- Relative energy (zero: lowest compared OMol25 entry of this formula, charge and spin): 0.00 kcal per mole

Element x y z (Å)
Ir1 1.238 -1.053 0.124
C1 0.996 -2.498 4.204
C2 0.543 -2.400 2.778
O1 1.023 -1.445 2.123
C3 -0.394 -3.346 2.246
C4 -1.148 -4.173 3.111
C5 -2.045 -5.080 2.620
C6 -2.196 -5.207 1.227
C7 -1.474 -4.422 0.365
C8 -0.563 -3.461 0.850
O2 0.105 -2.752 -0.018
H1 1.814 -1.801 4.365
H2 1.323 -3.512 4.429
H3 0.180 -2.242 4.882
H4 -1.036 -4.070 4.182
H5 -2.629 -5.692 3.293
H6 -2.895 -5.931 0.828
H7 -1.576 -4.513 -0.708
C9 1.246 4.426 -1.897
C10 0.116 3.664 -2.603
C11 -0.080 2.248 -2.036
C12 0.153 2.226 -0.518
C13 1.630 2.614 -0.210
C14 2.265 3.445 -1.335
P1 -0.277 0.607 0.245
C15 -1.863 0.068 -0.557
C16 -2.711 -0.812 0.378
C17 -4.121 -0.992 -0.209
C18 -4.104 -1.082 -1.742
C19 -2.781 -1.671 -2.213
C20 -1.608 -0.740 -1.858
C21 -0.720 0.974 1.976
C22 -1.937 1.933 2.094
C23 -1.571 3.230 2.814
C24 -1.008 2.960 4.214
C25 -0.033 1.761 4.232
C26 0.474 1.449 2.826
H8 0.840 5.016 -1.070
H9 1.716 5.124 -2.589
H10 0.330 3.580 -3.670
H11 -0.816 4.224 -2.507
H12 0.617 1.550 -2.502
H13 -1.090 1.922 -2.281
H14 -0.524 2.950 -0.052
H15 2.217 1.713 -0.041
H16 1.666 3.199 0.710
H17 2.630 2.794 -2.136
H18 3.124 3.988 -0.938
H19 -2.425 0.977 -0.797
H20 -2.809 -0.381 1.372
H21 -2.211 -1.775 0.487
H22 -4.746 -0.150 0.097
H23 -4.564 -1.894 0.217
H24 -4.224 -0.087 -2.181
H25 -4.939 -1.689 -2.093
H26 -2.801 -1.829 -3.293
H27 -2.636 -2.649 -1.746
H28 -1.428 -0.052 -2.685
H29 -0.716 -1.348 -1.733
H30 -0.993 -0.009 2.370
H31 -2.729 1.436 2.657
H32 -2.355 2.171 1.112
H33 -2.461 3.855 2.893
H34 -0.843 3.791 2.219
H35 -1.831 2.772 4.905
H36 -0.500 3.859 4.565
H37 -0.533 0.872 4.629
H38 0.809 1.975 4.891
H39 1.232 0.671 2.850
H40 0.935 2.345 2.409
C27 2.897 -1.943 -4.747
N1 1.750 -1.270 -4.123
C28 0.538 -1.075 -4.924
C29 1.761 -0.942 -2.872
N2 1.751 -0.616 -1.757
H41 3.267 -1.333 -5.570
H42 2.584 -2.913 -5.130
H43 3.687 -2.077 -4.013
H44 0.807 -0.604 -5.868
H45 -0.157 -0.434 -4.389
H46 0.063 -2.036 -5.124
C30 5.221 1.501 -0.123
O3 5.229 0.299 -0.912
C31 4.500 -0.759 -0.586
S1 4.677 -2.133 -1.453
S2 3.442 -0.704 0.850
H47 6.122 2.036 -0.407
H48 5.234 1.274 0.939
H49 4.345 2.095 -0.362